{"formula": "C42H57Br2N12O2ScSe2", "method": "ωB97M-V/def2-TZVPD", "species": ["Sc", "Br", "C", "C", "C", "Br", "C", "C", "C", "C", "N", "C", "C", "O", "H", "H", "H", "H", "N", "N", "N", "C", "N", "N", "H", "H", "H", "C", "N", "C", "N", "O", "H", "H", "H", "H", "H", "H", "C", "C", "C", "C", "N", "C", "Se", "N", "C", "C", "C", "C", "C", "C", "C", "C", "C", "C", "H", "H", "H", "H", "H", "H", "H", "H", "H", "H", "H", "H", "H", "H", "H", "H", "H", "H", "H", "H", "H", "H", "C", "C", "C", "C", "N", "C", "Se", "N", "C", "C", "C", "C", "C", "C", "C", "C", "C", "C", "H", "H", "H", "H", "H", "H", "H", "H", "H", "H", "H", "H", "H", "H", "H", "H", "H", "H", "H", "H", "H", "H"], "coordinates": [[-1.001450, 0.143862, 0.213696], [-4.457354, -2.835737, -1.851225], [-4.717508, -1.115819, -1.167752], [-6.026943, -0.629488, -0.991306], [-6.245474, 0.640451, -0.486800], [-8.031523, 1.177628, -0.259592], [-5.176569, 1.470331, -0.075193], [-5.301076, 2.772207, 0.428836], [-4.161347, 3.451233, 0.818767], [-2.917001, 2.840886, 0.730421], [-2.765934, 1.584231, 0.275696], [-3.871299, 0.953168, -0.263376], [-3.623995, -0.279383, -0.886810], [-2.363654, -0.572389, -1.131503], [-6.874273, -1.233932, -1.281867], [-6.283387, 3.225842, 0.505939], [-4.244572, 4.443478, 1.213678], [-2.015473, 3.362164, 1.051094], [-2.007248, 1.832075, 5.185864], [-1.464721, 0.940198, 4.255780], [-0.569752, -0.051853, 4.497770], [-0.213022, -0.471719, 3.281121], [-0.886115, 0.200407, 2.329738], [-1.630934, 1.092425, 2.957630], [-1.958187, 1.491041, 6.138650], [-2.800166, 2.402355, 4.893407], [0.500027, -1.243096, 3.036292], [0.498051, -1.300184, -3.043894], [1.834885, -1.058921, -2.489362], [2.010535, -0.675958, -1.200730], [3.335364, -0.445107, -0.907729], [1.051967, -0.574320, -0.357777], [0.571458, -1.983830, -3.897415], [0.036122, -0.378254, -3.385429], [-0.089420, -1.764097, -2.240840], [2.628039, -0.969090, -3.135528], [3.951288, -0.172375, -1.675124], [3.535319, 0.112116, -0.070201], [2.859993, 4.883653, -2.388839], [2.007329, 4.310733, -3.490241], [0.611956, 4.969876, -3.661079], [-0.543803, 4.503913, -2.731016], [-0.477155, 4.891837, -1.344643], [-0.080846, 4.086804, -0.316946], [0.575789, 2.383060, -0.499077], [0.110770, 4.814208, 0.836899], [0.625303, 4.294742, 2.068884], [2.145870, 4.066017, 2.106102], [3.055161, 5.295098, 2.048414], [3.102496, 6.213062, 3.308150], [-0.096798, 6.185414, 0.490268], [-0.086706, 7.328803, 1.284649], [-0.450271, 8.525708, 0.647328], [-0.792762, 8.573496, -0.697357], [-0.797019, 7.437560, -1.502054], [-0.452938, 6.241717, -0.877341], [3.912807, 4.504391, -2.425820], [2.484670, 4.668604, -1.386154], [2.911679, 5.969382, -2.455251], [1.872130, 3.215059, -3.415081], [2.558260, 4.451460, -4.437715], [0.227754, 4.718500, -4.673953], [0.697736, 6.076655, -3.648144], [-0.600995, 3.404115, -2.745888], [-1.534973, 4.830171, -3.114048], [0.159267, 3.296264, 2.244927], [0.302688, 4.965055, 2.898091], [2.409311, 3.326905, 1.317307], [2.382450, 3.506611, 3.052230], [2.789722, 5.925292, 1.170127], [4.080163, 4.928964, 1.835287], [2.122990, 6.695996, 3.523380], [3.848444, 7.017569, 3.204891], [3.341725, 5.613900, 4.218214], [0.220059, 7.314905, 2.317325], [-0.393159, 9.435020, 1.244481], [-1.094204, 9.506635, -1.156389], [-1.071528, 7.486677, -2.568967], [2.924065, -4.401059, -0.424188], [3.349578, -3.667194, 0.855453], [2.852099, -4.218792, 2.225259], [1.341115, -4.104261, 2.500838], [0.494067, -5.012055, 1.748868], [-0.395625, -4.622403, 0.784006], [-1.162601, -3.051773, 0.401025], [-0.808301, -5.732735, 0.072486], [-1.635019, -5.684073, -1.111907], [-0.888341, -5.389799, -2.416288], [-0.002253, -6.513662, -2.986431], [-0.668587, -7.753355, -3.602054], [-0.253995, -6.869374, 0.675214], [-0.325152, -8.200429, 0.327570], [0.446389, -9.063523, 1.122559], [1.240534, -8.618556, 2.177502], [1.344762, -7.262977, 2.516784], [0.609335, -6.413905, 1.715223], [3.683954, -4.311560, -1.237592], [1.977785, -4.023417, -0.852056], [2.779365, -5.486501, -0.227461], [3.083162, -2.585884, 0.792122], [4.452120, -3.674179, 0.928509], [3.363778, -3.672252, 3.030117], [3.195450, -5.282703, 2.341219], [1.001492, -3.083752, 2.234549], [1.124171, -4.223248, 3.573365], [-2.370838, -4.869937, -0.930673], [-2.158347, -6.664577, -1.171971], [-0.320276, -4.447784, -2.310228], [-1.664096, -5.123716, -3.173039], [0.728465, -6.837917, -2.208929], [0.608913, -6.078397, -3.806708], [-1.180573, -8.394124, -2.841525], [0.094884, -8.426074, -4.077480], [-1.425839, -7.495080, -4.371474], [-0.883192, -8.585638, -0.531611], [0.461095, -10.116779, 0.880684], [1.782253, -9.347782, 2.776375], [2.006159, -6.933197, 3.306022]], "forces_ev_per_a": [[0.44, -0.52, -2.90], [0.06, 0.01, -0.09], [0.66, 1.06, 0.01], [0.13, 0.78, 0.27], [-0.15, -0.87, -0.17], [-0.13, 0.22, 0.00], [0.00, -0.30, -0.56], [0.44, 0.11, 0.28], [-0.64, -0.11, -0.24], [0.30, -1.30, -0.12], [-0.20, 0.97, -0.60], [-0.08, 0.72, 1.23], [-0.87, -1.10, -0.36], [1.45, -0.03, 1.08], [0.05, -0.09, 0.06], [0.11, -0.04, 0.06], [0.07, 0.38, 0.05], [-0.27, -0.27, 0.11], [1.16, -0.70, -0.46], [0.98, -1.00, -2.32], [-0.14, 0.60, 0.46], [-0.94, 0.61, 0.75], [0.01, 0.42, 2.18], [-1.14, 1.06, 0.99], [-0.13, -0.17, -0.31], [0.29, -0.79, -0.25], [-0.11, -0.02, 0.40], [0.28, -0.40, 0.28], [-0.32, 0.34, 0.25], [-0.06, 0.17, -0.81], [-0.23, 0.97, 0.97], [0.91, 0.18, -0.83], [0.03, 0.10, 0.32], [-0.13, 0.14, 0.07], [-0.09, 0.08, -0.43], [-0.68, -0.20, 0.62], [-0.41, -0.39, 0.31], [-0.35, -0.53, -0.43], [0.92, -0.14, 0.63], [-0.53, -0.23, -0.81], [-0.41, 0.11, -0.30], [-0.47, -0.63, -1.08], [1.13, 0.79, 2.01], [0.34, 1.51, 0.27], [-0.20, -1.57, -0.09], [-0.66, 1.06, -2.89], [0.23, -0.72, 1.59], [0.47, -0.70, 0.63], [0.40, 0.76, -0.36], [-0.51, -0.63, 0.28], [-0.34, -0.46, 0.00], [-0.15, 0.28, -0.92], [0.60, -0.39, 0.94], [-0.21, -0.13, -0.63], [-0.10, -0.20, -0.15], [-0.15, -0.98, 0.58], [-0.87, 0.25, -0.02], [-0.08, -0.14, 0.05], [0.04, 0.11, -0.15], [0.08, 0.39, 0.21], [-0.34, 0.04, 0.27], [0.28, 0.16, 0.51], [0.02, -0.55, 0.09], [0.13, 0.35, 0.05], [0.68, 0.11, 0.09], [0.08, 0.76, -0.14], [0.16, -0.37, -0.62], [-0.16, 0.73, 0.29], [-0.40, 0.51, -0.57], [0.10, -0.35, 0.37], [-0.48, 0.23, 0.17], [0.53, -0.26, -0.25], [-0.28, -0.41, -0.03], [0.00, 0.41, -0.62], [-0.05, -0.01, 0.12], [-0.20, -0.14, -0.28], [0.14, 0.06, 0.14], [0.15, -0.05, 0.73], [-0.10, -0.50, -0.38], [0.28, 0.56, 0.54], [0.16, -0.77, -0.41], [0.02, 0.66, 0.35], [-0.59, -0.20, -1.14], [0.54, -2.08, -0.11], [-0.51, 2.08, -0.17], [1.23, 0.48, 1.61], [-1.03, -0.27, -0.29], [-0.44, 0.15, -0.70], [0.93, 0.07, -0.17], [-0.35, -0.79, 0.24], [0.90, 0.77, 0.06], [0.47, -0.64, 0.29], [-0.17, 0.12, -0.36], [0.04, 0.17, 0.42], [-0.13, -0.77, -0.66], [-0.82, 0.44, -0.39], [-0.47, -0.02, 0.71], [0.23, -0.09, 0.31], [0.15, 0.57, -0.16], [0.05, -0.64, 0.01], [-0.40, -0.05, -0.11], [-0.15, -0.02, -0.21], [-0.37, 0.89, -0.18], [0.13, -0.54, -0.02], [0.15, -0.15, -0.24], [0.27, -0.76, -0.19], [0.20, 0.69, 0.01], [0.01, -0.45, 0.17], [0.33, -0.30, 0.44], [-0.39, 0.18, -0.42], [-0.23, -0.05, 0.56], [0.26, 0.53, -0.50], [-0.63, 0.75, 0.39], [0.47, -0.06, 0.41], [0.12, 0.27, 0.44], [-0.10, -0.04, 0.05], [-0.06, 0.12, -0.21], [-0.16, 0.05, 0.02]], "mulliken_charge": [0.374, -0.073, -0.203, -0.577, 0.042, -0.183, 0.953, -0.886, -1.423, -0.350, 0.562, 0.147, 0.041, -0.626, 0.456, 0.385, 0.591, 0.879, -0.588, 0.847, -0.907, -0.671, 0.611, -0.025, 0.286, 0.266, 0.657, -0.555, -0.235, 0.127, -0.291, 0.100, 0.411, 0.248, -0.066, 0.217, 0.234, 0.293, -0.793, -0.255, -0.622, -1.142, 0.774, -0.457, -0.291, 1.124, -0.668, -0.092, -0.425, -1.220, 0.689, -0.710, -0.752, -0.776, -0.829, 0.374, 0.381, -0.050, 0.342, 0.031, 0.405, 0.430, 0.309, 0.459, 0.456, -0.623, 0.902, -0.166, 0.577, 0.099, 0.481, 0.195, 0.387, 0.322, 0.362, 0.441, 0.444, 0.455, -0.874, -0.076, -0.819, 0.336, 0.713, -0.221, -0.355, 0.587, -1.268, 0.710, -0.311, -1.274, 0.664, -0.432, -0.751, -0.825, -0.763, 0.457, 0.477, -0.052, 0.320, -0.075, 0.390, 0.533, 0.303, -1.024, 0.501, 0.210, 0.409, -0.610, 0.474, 0.081, 0.440, 0.223, 0.366, 0.334, 0.248, 0.431, 0.404, 0.483], "lumo_energy_ev": -5.2, "gap_ha": 0.24042, "total_charge": 2, "relative_energy_kcal_mol": 0.0}